No. 1
This record from OMol25 describes a molecular structure, C22H28N2O6S in a non-equilibrium geometry. The level of theory is ωB97M-V/def2-TZVPD.

```
59
Properties=species:S:1:pos:R:3
C -5.7793 -1.3989 3.2142
C -6.0990 -1.9306 1.7565
H -7.1407 -2.1429 1.7626
H -5.5886 -2.8150 1.4347
O -6.1942 -1.0936 0.6086
C -5.1001 -0.6140 0.2715
C -3.8862 -1.2122 0.6636
C -2.6900 -0.5794 -0.2641
C -2.8259 0.4591 -1.1435
C -3.9680 0.9398 -1.3569
C -5.1945 0.7104 -0.6981
H -6.2154 1.0136 -1.0341
H -4.0451 1.5820 -2.2043
S -1.2826 1.1671 -1.7914
O -0.2797 0.0715 -1.9039
O -1.7322 1.5993 -2.9769
N -0.8559 2.1938 -0.7427
C 0.3233 2.2466 -0.0835
C 0.7320 1.3373 0.6160
C 1.8231 1.1508 1.4256
C 2.7882 2.0623 1.0215
C 2.4429 3.2524 0.4450
C 1.3370 3.3853 -0.2912
H 1.0995 4.1636 -0.8221
H 3.3251 4.0743 -0.0916
O 4.1737 2.0552 1.6538
C 4.4440 0.7368 2.4584
C 4.4980 -0.2429 1.6530
O 4.1490 -1.5034 2.3337
N 4.8361 -0.2912 0.4659
H 4.9237 0.7986 -0.0078
C 4.7313 -1.3422 -0.7029
H 4.7918 -2.2217 -0.0095
H 5.6318 -1.3959 -1.2300
C 3.4844 -1.2871 -1.4756
H 3.4248 0.0327 -1.7408
C 2.2756 -1.7591 -0.9767
H 1.3888 -1.1308 -0.8080
H 2.3348 -1.7457 0.2937
C 2.0005 -3.0312 -1.3214
H 2.8192 -3.9545 -0.7205
C 2.5368 -2.8420 -2.5749
H 1.8082 -2.5081 -3.4270
O 3.6974 -2.1449 -2.6153
H 2.9707 -3.7466 -3.3695
H 1.2464 -3.5817 -1.4506
H 3.8494 0.7061 3.3668
H 5.5749 0.9843 2.8660
H 2.0526 0.3437 1.8414
H -0.2642 0.5508 0.8876
C -1.4023 3.6843 -1.2466
H -1.0029 4.0168 -2.2093
H -1.0283 4.4330 -0.5237
H -2.4401 3.4409 -1.2000
H -1.5830 -1.1052 0.1601
H -3.6472 -1.8025 1.4056
H -6.4908 -0.6287 3.3495
H -4.8800 -1.0470 3.1705
H -5.8987 -2.0937 3.8886
```

## Properties
Kohn-Sham gap: 8.895 eV
Highest occupied orbital energy: -8.56 eV
Energy relative to the best compared isomer or geometry (same formula, charge and spin): 537.4 kcal per mole
Total energy: -49346.39322 eV

Results of the natural (NBO) charge analysis, in e, for atoms 1 through 5: C -0.597; C -0.085; H 0.194; H 0.184; O -0.469

No. 2
This record from OMol25 describes a molecular structure, CH3NO2Sn in a non-equilibrium geometry. The level of theory is ωB97M-V/def2-TZVPD.

```
8
Properties=species:S:1:pos:R:3
Sn -0.1535 -2.3983 3.0042
C -0.5055 0.4314 -0.7757
N 0.6858 0.1787 0.0692
O 0.7380 -0.8492 0.6345
O 1.5344 1.0369 0.1115
H -1.3056 -0.2903 -0.6111
H -0.1185 0.4432 -1.7946
H -0.8753 1.4475 -0.6381
```

## Properties
Kohn-Sham gap: 5.665 eV
Highest occupied orbital energy: -19.11 eV
Energy relative to the best compared isomer or geometry (same formula, charge and spin): 23.9 kcal per mole
Net charge: +2
Total energy: -12476.91184 eV

Results of the natural (NBO) charge analysis, in e, for atoms 1 through 5: Sn 1.909; C -0.511; N 0.562; O -0.538; O -0.215

No. 3
This record from OMol25 describes a molecular structure, C2H8F2InNO7S2 in a non-equilibrium geometry. The level of theory is ωB97M-V/def2-TZVPD.

```
23
Properties=species:S:1:pos:R:3
In -25.5237 8.4397 -10.0087
O -24.1561 6.7159 -8.2528
H -24.7532 5.9456 -8.2897
O -25.3499 11.0957 -10.9269
H -26.2572 11.3835 -11.1245
N -27.5252 6.6094 -10.6676
S -28.0755 5.2879 -9.7113
O -28.2892 4.0021 -10.3059
O -28.8537 5.7522 -8.6031
F -26.6272 5.0373 -9.0331
S -28.5422 6.3310 -11.8130
O -29.9576 6.3491 -11.5684
O -28.0176 5.4708 -12.8433
F -28.3086 7.7982 -12.4664
C -22.6158 10.3984 -6.3659
C -24.0732 10.5770 -6.7096
O -24.2663 10.2977 -8.0814
H -22.3034 9.3809 -6.5963
H -22.4363 10.5806 -5.3054
H -22.0119 11.1205 -6.9198
H -24.4964 11.5475 -6.4404
H -24.6447 9.8276 -6.1584
H -23.7188 10.9378 -8.5508
```

## Properties
Kohn-Sham gap: 4.692 eV
Highest occupied orbital energy: -10.62 eV
Energy relative to the best compared isomer or geometry (same formula, charge and spin): 0.0 kcal per mole
Total energy: -50296.89078 eV

Results of the natural (NBO) charge analysis, in e, for atoms 1 through 5: In 1.555; O -0.773; H 0.456; O -0.829; H 0.448

No. 4
This record from OMol25 describes C4H4OS2 in the gas phase in a non-equilibrium geometry. The level of theory is ωB97M-V/def2-TZVPD.

```
11
Properties=species:S:1:pos:R:3
C 0.3228 1.8782 -1.7025
C 0.4077 0.9861 -0.8886
C 0.6666 -0.0910 0.0718
O 0.9372 0.4287 1.3466
C -0.5874 -0.9905 0.2038
S -0.9414 -2.0935 -0.9476
S -1.5063 -0.5443 1.5645
H 0.1969 2.6783 -2.4216
H 1.4759 -0.7083 -0.2667
H 1.5217 -0.1771 1.8096
H -2.4936 -1.3666 1.2308
```

## Properties
Kohn-Sham gap: 8.461 eV
SMILES string: C#C[C@@H](O)C(=S)S
Highest occupied orbital energy: -8.81 eV
Energy relative to the best compared isomer or geometry (same formula, charge and spin): 51.9 kcal per mole
Total energy: -27927.91051 eV

Results of the natural (NBO) charge analysis, in e, for atoms 1 through 5: C -0.191; C -0.028; C -0.051; O -0.694; C -0.320

No. 5
This record from OMol25 describes a molecular structure, C57H78IO5P3PbSbSe2. The level of theory is ωB97M-V/def2-TZVPD.

```
148
Properties=species:S:1:pos:R:3
Pb -0.1363 0.3320 -0.0103
C -0.2713 -0.3847 3.8841
Se -1.2678 -1.1852 2.4113
C -2.9519 -0.3352 2.8965
C -2.9011 1.1720 3.0572
Se -2.2113 2.1826 1.5361
C -3.8308 2.0975 0.4616
H -0.7400 -0.6482 4.8331
H -0.2066 0.6976 3.7817
H 0.7350 -0.7953 3.8551
H -3.2689 -0.7870 3.8364
H -3.6444 -0.6536 2.1214
H -2.2840 1.4686 3.8996
H -3.9023 1.5665 3.2273
H -4.6300 2.6129 0.9910
H -4.0889 1.0634 0.2654
H -3.6252 2.6007 -0.4832
O 3.2315 -0.0238 0.0225
P 3.8908 -0.6948 1.1864
C 3.2337 -2.3782 1.4794
P 2.0505 -2.9370 0.1954
O 0.7773 -2.1334 0.1868
C 2.9120 -3.0064 -1.3737
C 4.2981 -2.9783 -1.5048
C 4.8772 -3.0653 -2.7652
C 4.0742 -3.2034 -3.8898
C 2.6893 -3.2577 -3.7608
C 2.1071 -3.1552 -2.5069
C 1.6820 -4.6311 0.6393
C 2.4447 -5.7025 0.1728
C 2.1148 -6.9971 0.5516
C 1.0273 -7.2192 1.3884
C 0.2621 -6.1536 1.8472
C 0.5830 -4.8569 1.4727
C 3.6809 0.2398 2.7020
C 3.8809 -0.3053 3.9708
C 3.7484 0.4963 5.0956
C 3.4162 1.8409 4.9545
C 3.2063 2.3828 3.6918
C 3.3386 1.5861 2.5606
C 5.6648 -0.8644 0.9542
C 6.1891 -0.4611 -0.2710
C 7.5587 -0.5296 -0.4945
C 8.4020 -0.9984 0.5053
C 7.8808 -1.4014 1.7295
C 6.5150 -1.3320 1.9573
H 2.6383 -2.3834 2.3944
H 4.0442 -3.1003 1.5943
H 4.9381 -2.8875 -0.6341
H 5.9573 -3.0342 -2.8662
H 4.5291 -3.2820 -4.8700
H 2.0654 -3.3880 -4.6388
H 1.0273 -3.1958 -2.3942
H 3.2859 -5.5290 -0.4918
H 2.7002 -7.8331 0.1858
H 0.7693 -8.2321 1.6750
H -0.5929 -6.3335 2.4890
H -0.0274 -4.0208 1.7960
H 4.1257 -1.3572 4.0919
H 3.8985 0.0737 6.0827
H 3.3192 2.4653 5.8347
H 2.9334 3.4282 3.5889
H 3.1637 1.9976 1.5650
H 5.5134 -0.1078 -1.0371
H 7.9670 -0.2185 -1.4503
H 9.4703 -1.0477 0.3328
H 8.5408 -1.7645 2.5090
H 6.1185 -1.6370 2.9209
I -7.5975 -1.8867 -5.3083
C -6.1352 -1.6824 -3.8338
C -5.6254 -0.4213 -3.5508
C -4.6188 -0.2981 -2.5995
C -4.1446 -1.4154 -1.9232
C -4.6930 -2.6625 -2.1920
C -5.6794 -2.8068 -3.1578
C -3.0268 -1.3038 -0.9159
O -2.9655 -2.1363 -0.0160
O -2.2145 -0.3036 -1.0960
H -6.0034 0.4522 -4.0692
H -4.1941 0.6759 -2.3846
H -4.3327 -3.5234 -1.6413
H -6.0889 -3.7844 -3.3810
O 0.7547 2.8779 -0.3371
P 1.2292 3.9720 -1.2897
C 2.6158 4.8020 -0.4855
C 3.3992 5.8613 -1.2704
C 4.7911 6.0335 -0.6205
C 4.7549 5.7595 0.8968
C 3.4126 6.1839 1.4936
C 2.2442 5.3560 0.9064
C -0.1400 5.0895 -1.7550
C -1.1686 5.2027 -0.6105
C -2.2227 6.2565 -0.9504
C -1.6003 7.6685 -1.0624
C -0.0867 7.6085 -1.3118
C 0.2590 6.4955 -2.3012
C 1.8376 3.2703 -2.8568
C 1.9359 4.2306 -4.0851
C 3.2609 4.0724 -4.8335
C 3.5249 2.6032 -5.1613
C 3.5432 1.7169 -3.8875
C 3.1467 2.4933 -2.6257
H 3.2781 3.9416 -0.3330
H 2.8532 6.8083 -1.2351
H 3.5102 5.5940 -2.3240
H 5.1480 7.0502 -0.8004
H 5.5054 5.3587 -1.0991
H 5.5690 6.2949 1.3863
H 4.9202 4.6966 1.0976
H 3.2574 7.2451 1.2795
H 3.4294 6.0830 2.5791
H 1.3599 5.9920 0.8351
H 1.9849 4.5232 1.5630
H -0.6181 4.5149 -2.5580
H -0.6831 5.4571 0.3362
H -1.6289 4.2358 -0.4562
H -3.0050 6.2476 -0.1904
H -2.7001 5.9796 -1.8972
H -1.7956 8.2400 -0.1536
H -2.0732 8.2116 -1.8835
H 0.4486 7.4453 -0.3702
H 0.2615 8.5662 -1.7021
H 1.3174 6.5469 -2.5479
H -0.2834 6.6822 -3.2314
H 1.0570 2.5271 -3.0510
H 1.8042 5.2730 -3.8010
H 1.1233 4.0008 -4.7807
H 4.0853 4.4780 -4.2366
H 3.2287 4.6581 -5.7533
H 4.4664 2.5116 -5.7037
H 2.7424 2.2594 -5.8432
H 4.5376 1.2880 -3.7509
H 2.8591 0.8728 -4.0029
H 3.9504 3.1909 -2.3615
H 3.0174 1.8084 -1.7878
C 0.8473 -0.2707 -5.2212
Sb -0.1996 -0.2724 -3.3331
C -1.0800 -2.1872 -3.7156
C -1.7139 1.0548 -4.0692
H 0.2037 -0.7480 -5.9668
H 1.7937 -0.8128 -5.1540
H 1.0504 0.7578 -5.5341
H -2.0103 -2.0592 -4.2730
H -1.2897 -2.7072 -2.7778
H -0.3788 -2.7800 -4.3092
H -2.4409 0.4874 -4.6542
H -1.2455 1.8107 -4.7069
H -2.2205 1.5393 -3.2315
```

## Properties
Kohn-Sham gap: 8.307 eV
Highest occupied orbital energy: -10.09 eV
Net charge: +1
Total energy: -249058.75196 eV

Results of the Mulliken charge analysis, in e, for atoms 1 through 5: Pb 0.124; C -0.728; Se 0.027; C -0.730; C -1.055

No. 6
This record from OMol25 describes 7 unconnected molecules or ions with the total composition C28H49F3N2O7 in a non-equilibrium geometry. The level of theory is ωB97M-V/def2-TZVPD.

```
89
Properties=species:S:1:pos:R:3
H 6.5833 3.5774 0.3828
N 6.0838 4.0398 -0.3770
C 5.7622 3.2046 -1.2706
C 6.0997 1.7244 -1.1528
C 5.3613 1.0504 0.0241
C 3.9097 1.5126 0.1926
C 3.3031 0.6737 -0.9418
C 1.8376 0.8636 -1.3171
C 1.5882 2.3654 -1.6034
C 1.0247 3.0878 -0.4430
F 0.6859 4.3847 -0.6823
C 0.8463 2.6258 0.8258
F 1.4621 3.1515 1.8845
F 0.0142 1.6443 1.1470
N 3.7497 -0.6780 -0.5558
C 5.0991 -0.4757 -0.1344
O 5.8711 -1.3783 0.0948
H 5.2147 3.5663 -2.1358
H 7.1804 1.6390 -1.0929
H 5.8098 1.2707 -2.1000
H 6.0344 1.1728 0.8698
H 3.6687 2.5637 0.2522
H 3.5804 0.9719 1.0811
H 3.8275 0.8027 -1.8885
H 1.1532 0.4892 -0.5620
H 1.6996 0.3705 -2.2715
H 2.5400 2.8442 -1.8440
H 0.9374 2.4317 -2.4746
H 3.1725 -1.0698 0.1793
C -4.1429 -1.0524 0.2699
C -2.8759 -0.3626 -0.1749
C -2.8192 1.1381 -0.0251
O -1.9460 -0.9852 -0.6313
H -4.0490 -2.1236 0.1052
H -4.3138 -0.8696 1.3326
H -4.9924 -0.6815 -0.3059
H -2.9331 1.4129 1.0254
H -3.6111 1.6039 -0.6140
H -1.8601 1.4983 -0.3846
C -5.8911 -5.3024 1.8901
C -4.8056 -5.0173 0.8815
C -3.4072 -5.4584 1.2350
O -5.0458 -4.4596 -0.1643
H -6.8421 -4.9350 1.5115
H -5.9691 -6.3769 2.0615
H -5.6662 -4.8008 2.8326
H -3.3815 -6.5395 1.3791
H -3.0790 -4.9634 2.1504
H -2.7287 -5.1928 0.4277
C 5.7607 -6.3206 1.4083
C 4.9356 -5.0606 1.5270
C 5.6854 -3.7679 1.7193
O 3.7282 -5.0915 1.4687
H 5.1003 -7.1742 1.2734
H 6.4290 -6.2498 0.5489
H 6.3502 -6.4677 2.3144
H 6.3474 -3.5889 0.8760
H 6.2686 -3.8109 2.6419
H 4.9775 -2.9503 1.7872
C 0.4647 2.6647 4.8944
C -0.0191 3.3785 6.1334
C -1.2870 4.1891 6.0024
O 0.5779 3.3062 7.1800
H 1.3792 2.1230 5.1253
H -0.2909 1.9550 4.5526
H 0.6716 3.3861 4.1058
H -2.1149 3.5433 5.7053
H -1.1539 4.9738 5.2561
H -1.5226 4.6479 6.9597
C -5.3403 -3.1839 -2.8365
C -5.6423 -3.3782 -4.3010
C -4.7092 -2.7129 -5.2866
O -6.5855 -4.0353 -4.6747
H -6.0784 -3.7082 -2.2401
H -4.3533 -3.5801 -2.5992
H -5.3745 -2.1207 -2.5896
H -3.6942 -3.0900 -5.1531
H -4.7159 -1.6322 -5.1365
H -5.0375 -2.9314 -6.3004
C -3.4360 4.7475 -3.6520
C -2.1822 4.6181 -2.8210
C -1.6028 5.8908 -2.2521
O -1.6679 3.5419 -2.6216
H -3.7444 3.7632 -3.9974
H -4.2385 5.1811 -3.0531
H -3.2466 5.3836 -4.5176
H -2.3298 6.3705 -1.5944
H -1.3367 6.5738 -3.0606
H -0.7128 5.6578 -1.6818
```

## Properties
Kohn-Sham gap: 8.603 eV
SMILES string: [H]/N=C\C[C@H]1C[C@H](CCC(F)=C(F)F)NC1=O.CC(C)=O.CC(C)=O.CC(C)=O.CC(C)=O.CC(C)=O.CC(C)=O
Highest occupied orbital energy: -8.72 eV
Total energy: -55291.86065 eV

Results of the Mulliken charge analysis, in e, for atoms 1 through 5: H 0.292; N -0.600; C -0.190; C -0.950; C 0.436